The ion C5H6O2 with charge +1 in a non-equilibrium geometry, computed with wB97M-V/def2-TZVPD.

Computed properties:
- E_LUMO (alpha / beta) (eV) = -6.0 / -9.1
- total charge = +1
- HOMO level (alpha / beta) (eV) = -14.875 / -14.756
- HOMO-LUMO gap (alpha / beta) (eV) = 8.89 / 5.62
- energy relative to the best compared isomer or geometry (same formula, charge and spin) (kJ/mol) = 95.6
- 2S+1 = 2
- F_max (eV/A) = 2.1

```
13
Properties=species:S:1:pos:R:3:forces:R:3
O 0.9193 -0.2842 -0.5092 -0.51 -0.77 0.17
C 0.5163 -0.1579 0.7715 0.07 0.02 -0.03
H 0.9306 1.7131 -0.8497 -0.64 -0.22 -0.59
H 0.5449 0.8572 1.1852 0.12 -0.21 -0.10
H 0.9112 -0.9737 1.3816 -0.01 0.25 -0.18
C -1.2363 -0.5559 0.7860 0.37 0.31 -0.69
O -1.5162 -1.0535 1.9684 -0.19 -0.20 0.72
H -1.2486 -1.3204 0.0015 -0.20 0.25 0.20
H -1.6556 0.4338 0.5593 0.02 -0.29 -0.15
C 1.4766 0.4331 -3.8981 0.23 -0.09 -1.12
C 1.1918 0.5447 -2.6630 -0.89 0.10 1.90
C 0.8763 0.7396 -1.3719 1.72 0.98 -0.07
H -1.7104 -0.3759 2.6384 -0.09 -0.11 -0.07
```
Forces are in eV/Å.

A structure of composition C20H11BBrNO9Ru in a non-equilibrium geometry, computed with wB97M-V/def2-TZVPD.

Computed properties:
- E_LUMO (alpha / beta) (eV) = 2.3 / 2.3
- total charge = -1
- HOMO level (alpha / beta) (eV) = -5.508 / -5.185
- HOMO-LUMO gap (alpha / beta) (eV) = 7.82 / 7.50
- energy relative to the best compared isomer or geometry (same formula, charge and spin) (kJ/mol) = 0.0
- 2S+1 = 2
- F_max (eV/A) = 1.2

```
44
Properties=species:S:1:pos:R:3:forces:R:3
Ru -0.8759 0.2966 0.0250 -0.76 -0.65 0.60
O 0.1066 -5.7108 -0.0348 -0.01 0.03 -0.04
C -0.0132 -4.3595 -0.0134 0.00 0.07 0.03
C 0.4230 -3.6046 1.0761 -0.04 -0.06 -0.06
C 0.2665 -2.2394 1.0079 0.03 0.28 0.20
N -0.2756 -1.6800 -0.0623 0.44 0.49 -0.05
C -0.7356 -2.3746 -1.0936 0.03 -0.23 0.03
C -0.6078 -3.7437 -1.1159 -0.01 -0.22 -0.01
C -1.4063 -1.5206 -2.1575 0.06 0.29 -0.25
O -1.8128 -2.0402 -3.1784 0.00 -0.13 0.03
O -1.4590 -0.2581 -1.8666 -0.24 0.09 -0.09
C 0.6417 -1.2087 2.0913 0.14 0.03 -0.33
O 1.1350 -1.6098 3.1332 -0.07 0.01 -0.09
O 0.4240 0.0028 1.7221 -0.41 0.01 0.27
H 0.5179 -5.9993 0.7863 0.01 -0.03 0.02
H 0.8617 -4.0496 1.9608 0.00 0.02 0.01
H -0.9714 -4.3177 -1.9563 -0.01 0.02 0.01
Br -6.8828 4.7246 -0.0439 0.00 -0.01 0.01
C -6.2904 3.1609 0.8653 0.02 0.02 -0.03
C -7.1378 2.5578 1.7794 0.01 -0.01 0.01
C -6.7010 1.4201 2.4439 0.01 -0.01 0.00
C -5.4391 0.9030 2.1927 0.00 -0.04 0.03
C -4.6060 1.5195 1.2703 0.10 0.00 -0.07
C -5.0298 2.6599 0.5981 0.01 0.03 -0.03
C -3.2341 0.9486 1.0081 -0.28 0.18 0.06
O -2.8288 -0.0226 1.6536 0.14 -0.17 0.08
O -2.5445 1.5295 0.1052 0.24 0.04 -0.06
H -8.1188 2.9715 1.9680 0.00 0.00 0.00
H -7.3538 0.9402 3.1621 0.01 0.00 0.00
H -5.0736 0.0210 2.7015 -0.01 0.01 0.00
H -4.3678 3.1315 -0.1150 -0.01 -0.01 0.01
O 1.3474 2.2560 0.0370 -0.07 0.14 0.01
B -0.0665 2.1264 0.0965 0.82 -0.25 -0.34
O -0.6298 3.4075 0.1627 -0.09 0.14 0.05
C 0.4114 4.2922 0.1468 -0.07 -0.10 0.01
C 0.3709 5.6654 0.1938 0.00 0.05 0.00
C 1.5969 6.3346 0.1610 -0.01 -0.02 0.00
C 2.7954 5.6361 0.0854 -0.01 0.01 0.00
C 2.8212 4.2405 0.0393 0.03 -0.02 0.00
C 1.6084 3.5909 0.0710 -0.01 0.00 0.01
H -0.5707 6.1947 0.2537 0.01 -0.01 0.00
H 1.6118 7.4165 0.1957 0.00 0.00 0.00
H 3.7286 6.1847 0.0627 0.00 -0.01 0.00
H 3.7481 3.6855 -0.0162 0.00 0.01 0.00
```
Forces are in eV/Å.

A structure of composition C32H36F5N2ReS, computed with wB97M-V/def2-TZVPD.

Computed properties:
- E_LUMO (alpha / beta) (eV) = -4.2 / -4.6
- total charge = +1
- HOMO level (alpha / beta) (eV) = -10.615 / -11.101
- HOMO-LUMO gap (alpha / beta) (eV) = 6.37 / 6.46
- 2S+1 = 2
- F_max (eV/A) = 0.6

```
77
Properties=species:S:1:pos:R:3:forces:R:3
Re -0.1484 -1.0507 0.1139 0.05 0.48 0.02
C -0.7463 4.0560 3.0284 0.06 0.03 0.00
C -0.8989 2.5635 3.3473 0.06 0.00 -0.07
C -0.9625 2.3558 4.8628 -0.03 0.01 0.02
C -2.1153 1.9974 2.6181 -0.13 0.00 0.00
C -3.3159 2.6639 2.8559 0.03 -0.05 0.04
C -4.4494 2.4067 2.1190 -0.04 0.00 -0.02
C -4.3594 1.5451 1.0401 0.01 -0.03 0.00
C -3.1967 0.8412 0.7539 -0.03 0.02 0.07
C -3.1762 0.1695 -0.6125 -0.09 0.03 -0.03
C -3.0001 -1.3339 -0.6755 0.10 -0.07 0.04
C -2.2221 0.9056 -1.5533 0.05 0.01 -0.01
C -2.1082 0.9722 1.6442 0.20 0.04 -0.06
N -0.9488 0.1222 1.5322 -0.26 -0.11 0.06
C -0.2372 -0.1109 2.6523 0.47 -0.31 0.26
C 1.0934 -0.5091 2.4946 -0.20 0.30 0.10
N 1.4402 -0.7711 1.2377 -0.12 -0.37 -0.22
C 2.8022 -0.8626 0.7870 -0.15 0.17 0.11
C 3.1222 0.0085 -0.2718 0.14 -0.07 0.01
C 4.3935 -0.0622 -0.8191 -0.06 0.01 0.00
C 5.3211 -0.9666 -0.3275 0.01 0.03 -0.01
C 4.9895 -1.7831 0.7328 -0.01 -0.02 0.03
C 3.7287 -1.7591 1.3368 0.08 0.07 -0.11
C 3.5946 -2.6462 2.5713 0.03 -0.11 -0.04
C 2.3079 -3.4456 2.7826 -0.01 0.01 -0.08
C 4.0396 -1.8697 3.8253 -0.02 0.08 0.03
C 2.1562 1.0890 -0.7274 0.05 0.05 -0.04
C 2.4001 1.5818 -2.1511 -0.01 0.00 0.01
C 2.1604 2.2533 0.2652 -0.01 0.04 0.04
H 0.2089 4.4182 3.4120 0.00 0.00 0.02
H -1.5304 4.6556 3.4904 -0.02 -0.01 -0.01
H -0.7710 4.2372 1.9534 0.01 -0.01 -0.01
H 0.0067 2.0985 2.9598 -0.01 -0.08 0.03
H -1.7178 3.0099 5.3009 -0.02 -0.01 0.01
H -0.0080 2.6040 5.3279 0.00 0.02 -0.01
H -1.2301 1.3369 5.1471 0.05 -0.02 -0.02
H -3.3441 3.4211 3.6280 -0.01 0.00 0.00
H -5.3749 2.9224 2.3337 -0.02 0.00 0.00
H -5.2092 1.4259 0.3806 -0.02 0.01 0.00
H -4.1788 0.3383 -1.0132 0.03 0.03 0.02
H -1.9743 -1.7006 -0.4836 0.05 -0.16 -0.15
H -3.2421 -1.7171 -1.6663 -0.02 0.01 -0.01
H -3.5928 -1.8608 0.0713 -0.03 0.02 -0.01
H -1.1645 0.7821 -1.2667 -0.01 0.01 0.03
H -2.4164 1.9774 -1.5455 -0.01 0.01 -0.01
H -2.3150 0.5387 -2.5764 0.01 -0.02 0.00
H -0.6687 0.0155 3.6345 -0.08 0.19 -0.03
H 1.8134 -0.4810 3.2985 -0.05 -0.11 0.03
H 4.6670 0.5947 -1.6323 0.02 0.00 0.00
H 6.3084 -1.0223 -0.7652 0.01 -0.01 -0.01
H 5.7292 -2.4715 1.1235 0.00 0.00 -0.01
H 4.3596 -3.4104 2.4100 -0.04 -0.01 0.08
H 1.4105 -2.8463 2.9092 -0.04 0.05 0.03
H 2.4183 -4.0445 3.6868 0.02 -0.03 -0.01
H 2.1364 -4.1304 1.9528 -0.02 0.03 -0.04
H 3.6612 -0.8461 3.8510 -0.02 -0.04 0.01
H 5.1258 -1.7897 3.8655 0.01 0.02 -0.04
H 3.7084 -2.3766 4.7316 0.02 -0.03 0.01
H 1.1272 0.6811 -0.7199 0.04 0.06 -0.07
H 3.2895 2.2112 -2.2059 0.01 -0.01 0.01
H 1.5579 2.1914 -2.4794 0.00 0.02 0.00
H 2.5217 0.7582 -2.8549 -0.02 -0.02 0.00
H 3.1722 2.6457 0.3809 0.00 0.00 -0.03
H 1.8099 1.9461 1.2529 0.01 -0.02 -0.01
H 1.5208 3.0625 -0.0896 -0.03 0.01 0.01
F 0.6994 -4.0454 -5.7176 0.00 -0.01 -0.03
C 0.5131 -3.8983 -4.4172 -0.01 -0.01 0.08
C 0.8706 -2.7106 -3.7952 -0.04 -0.10 0.04
F 1.4098 -1.7116 -4.4800 0.01 0.03 -0.02
C 0.6450 -2.6083 -2.4411 0.08 0.05 -0.06
F 1.0129 -1.4445 -1.7949 0.03 -0.14 -0.28
C 0.0893 -3.5962 -1.6620 0.00 -0.06 0.05
S -0.0508 -3.3709 0.0868 -0.07 -0.02 0.32
C -0.2540 -4.7774 -2.3079 -0.01 0.06 -0.05
F -0.7851 -5.7811 -1.6213 -0.01 -0.01 0.02
C -0.0457 -4.9298 -3.6705 0.03 0.08 0.01
F -0.3852 -6.0586 -4.2707 -0.01 -0.02 -0.02
```
Forces are in eV/Å.

The molecule C4H8Si in a non-equilibrium geometry, computed with wB97M-V/def2-TZVPD.

Computed properties:
- E_LUMO (alpha / beta) (eV) = 1.0 / -3.1
- HOMO level (alpha / beta) (eV) = -3.697 / -10.229
- HOMO-LUMO gap (alpha / beta) (eV) = 4.65 / 7.18
- energy relative to the best compared isomer or geometry (same formula, charge and spin) (kJ/mol) = 256.8
- 2S+1 = 3
- F_max (eV/A) = 15.0

```
13
Properties=species:S:1:pos:R:3:forces:R:3
C 1.6946 2.0992 2.3601 3.44 7.10 7.66
C 1.3106 1.3357 1.5193 -4.52 -9.97 -10.20
C -0.5191 -1.2736 0.8097 0.42 0.28 -0.22
C -0.2266 0.8960 -1.4554 0.09 -0.31 0.27
Si 0.6467 -0.0713 -0.0748 0.29 2.50 2.35
H 2.0208 2.7925 3.0818 0.18 0.38 0.18
H -1.3391 -0.7538 1.2954 -0.12 0.20 0.00
H -0.9422 -1.9960 0.1159 -0.08 -0.09 -0.24
H 0.0083 -1.8289 1.5801 0.16 0.01 0.05
H -1.2561 0.5719 -1.5788 -0.21 -0.13 0.00
H -0.2420 1.9622 -1.2511 0.09 0.06 0.11
H 0.2799 0.7528 -2.4069 0.13 -0.04 -0.08
H 1.8902 -0.7114 -0.5217 0.13 0.01 0.11
```
Forces are in eV/Å.

A cluster of 2 separate species, C3H9NO2 in total in a non-equilibrium geometry, computed with wB97M-V/def2-TZVPD.

Computed properties:
- SMILES string = CC(N)=O.CO
- E_LUMO (eV) = 0.7
- HOMO level (eV) = -9.810
- HOMO-LUMO gap (eV) = 10.49
- energy relative to the best compared isomer or geometry (same formula, charge and spin) (kJ/mol) = 91.9
- 2S+1 = 1
- F_max (eV/A) = 1.5

```
15
Properties=species:S:1:pos:R:3:forces:R:3
C 0.2377 1.9163 -1.1190 -0.09 1.19 0.52
C 0.7253 0.6098 -1.6612 0.15 -0.39 -0.11
N 0.1816 -0.4967 -1.0612 0.35 0.07 -0.48
O 1.5304 0.4991 -2.5720 -0.36 0.17 0.36
H 0.1617 1.9359 -0.0266 -0.05 -0.33 -0.10
H -0.7557 2.1683 -1.4911 -0.08 -0.27 -0.11
H 0.8682 2.7719 -1.3774 0.16 -0.46 -0.26
H 0.4793 -1.3649 -1.4791 -0.21 -0.07 0.24
H -0.4523 -0.4715 -0.2764 0.20 0.21 -0.24
C -0.7125 -1.6055 1.8497 0.32 1.36 0.57
O -0.3709 -0.1983 1.8926 -0.38 -0.02 -0.10
H -1.3143 -1.7870 0.9607 0.12 -0.36 -0.08
H 0.1997 -2.1973 1.9010 -0.27 -0.32 -0.12
H -1.3389 -1.7471 2.7301 0.08 -0.42 -0.08
H 0.5606 -0.0331 1.7300 0.05 -0.37 -0.04
```
Forces are in eV/Å.